Record 1
{
  "formula": "C3H11N2",
  "method": "ωB97M-V/def2-TZVPD",
  "elements": ["C", "N", "C", "H", "H", "H", "H", "H", "H", "H", "C", "N", "H", "H", "H", "H"],
  "coordinates": [[0.606, -2.026, 1.192], [0.631, -0.589, 1.466], [-0.565, 0.078, 0.949], [-0.228, -2.514, 1.680], [0.563, -2.255, 0.112], [1.513, -2.464, 1.615], [1.417, -0.247, 0.920], [-0.891, -0.345, -0.016], [-0.401, 1.145, 0.822], [-1.405, -0.077, 1.623], [-0.755, 1.898, -1.809], [0.379, 1.165, -1.702], [-1.628, 1.595, -1.251], [-0.854, 2.770, -2.438], [1.263, 1.561, -1.964], [0.356, 0.306, -1.198]],
  "atomic_forces_ev_per_a": [[0.400, 0.039, 0.083], [-0.068, -0.038, -0.626], [-0.169, -0.444, 0.116], [-0.308, 0.046, 0.105], [-0.066, -0.041, 0.180], [-0.033, -0.062, -0.153], [0.060, 0.262, 0.324], [-0.049, 0.057, 0.052], [0.023, -0.016, 0.123], [-0.001, 0.021, 0.209], [-1.386, 0.655, 0.128], [0.746, 0.043, -0.518], [0.089, -0.125, -0.043], [0.437, -0.147, -0.020], [0.060, -0.180, 0.021], [0.266, -0.070, 0.019]],
  "e_homo_ev": [-6.1, -9.2],
  "e_lumo_ev": [1.02, 1.00],
  "largest_force_ev_per_a": 1.54,
  "de_lowest_kj_mol": 51.1,
  "e_tot_ev": -6267.15063,
  "spin_multiplicity": 2,
  "orbital_gap_ev": [7.144, 10.204]
}

***

Record 2
{
  "formula": "C3H11N2",
  "method": "ωB97M-V/def2-TZVPD",
  "elements": ["C", "N", "H", "H", "H", "H", "H", "H", "C", "C", "N", "H", "H", "H", "H", "H"],
  "coordinates": [[-1.401, 1.876, -0.002], [-0.871, 0.969, -1.040], [-2.154, 2.514, -0.444], [-0.579, 2.456, 0.394], [-1.836, 1.272, 0.789], [-0.062, 0.391, -0.740], [-1.641, 0.306, -1.331], [-0.596, 1.521, -1.893], [0.921, -1.708, 1.646], [0.777, -1.710, 0.320], [1.516, -0.810, -0.474], [1.510, -0.901, 2.065], [0.470, -2.407, 2.327], [0.063, -2.320, -0.203], [2.270, -0.374, 0.028], [1.613, -1.075, -1.442]],
  "atomic_forces_ev_per_a": [[0.217, -0.134, 0.567], [-0.366, -0.182, -0.334], [-0.118, 0.130, -0.134], [0.049, 0.236, 0.072], [-0.036, 0.008, 0.035], [0.020, 0.262, 0.018], [0.088, -0.051, -0.207], [0.099, -0.129, -0.066], [-0.123, 0.268, -0.312], [0.697, 0.391, 0.566], [-1.385, -0.343, 0.234], [0.308, -0.254, 0.258], [-0.354, 0.001, -0.093], [0.056, -0.375, -0.178], [0.355, -0.025, -0.506], [0.493, 0.196, 0.082]],
  "e_homo_ev": [-3.3, -8.8],
  "e_lumo_ev": [1.11, 0.75],
  "largest_force_ev_per_a": 1.45,
  "de_lowest_kj_mol": 186.8,
  "e_tot_ev": -6265.74470,
  "spin_multiplicity": 2,
  "orbital_gap_ev": [4.460, 9.581]
}

***

Record 3
{
  "formula": "C3H11N2",
  "method": "ωB97M-V/def2-TZVPD",
  "elements": ["C", "C", "N", "C", "H", "H", "H", "H", "H", "H", "H", "N", "H", "H", "H", "H"],
  "coordinates": [[-0.427, 0.557, -2.181], [-0.751, 0.379, -0.894], [0.234, 0.655, 0.160], [-0.356, 1.342, 1.348], [0.603, 0.867, -2.395], [-1.031, 0.212, -3.019], [-1.752, 0.041, -0.512], [1.020, 1.117, -0.236], [0.294, 1.228, 2.220], [-0.475, 2.393, 1.119], [-1.277, 0.820, 1.603], [0.877, -2.025, 0.559], [1.061, -2.627, -0.265], [1.479, -2.292, 1.303], [0.595, -0.283, 0.381], [-0.093, -2.383, 0.810]],
  "atomic_forces_ev_per_a": [[0.565, -0.777, 1.200], [-1.110, 0.247, -1.203], [-1.519, -0.047, -0.066], [0.527, -0.335, 0.410], [-0.471, 0.085, -0.200], [-0.109, 0.403, 0.366], [1.289, 0.318, -0.428], [0.778, 0.962, -0.338], [0.181, 0.066, -0.302], [-0.342, 0.024, 0.008], [-0.133, 0.332, -0.217], [-2.577, -0.897, -1.173], [0.403, 0.637, 0.672], [0.636, -0.451, 0.611], [0.348, -1.211, 0.658], [1.534, 0.644, 0.001]],
  "e_homo_ev": -14.9,
  "e_lumo_ev": -2.91,
  "largest_force_ev_per_a": 2.97,
  "total_charge": 1,
  "de_lowest_kj_mol": 97.3,
  "e_tot_ev": -6262.57347,
  "orbital_gap_ev": 12.016
}

***

Record 4
{
  "formula": "C3H11N2",
  "method": "ωB97M-V/def2-TZVPD",
  "elements": ["C", "N", "C", "C", "N", "H", "H", "H", "H", "H", "H", "H", "H", "H", "H", "H"],
  "coordinates": [[-1.929, 0.074, -0.342], [-0.524, 0.154, -0.875], [0.396, 1.028, -0.119], [1.144, 0.112, 0.918], [1.150, -1.233, 0.282], [-2.412, 1.028, -0.516], [-1.971, -0.320, 0.668], [-2.374, -0.714, -0.957], [-0.606, 0.421, -1.844], [1.067, 1.488, -0.838], [-0.106, 1.788, 0.476], [2.133, 0.460, 1.193], [0.616, 0.003, 1.860], [1.929, -1.293, -0.379], [1.202, -1.989, 0.941], [0.283, -1.008, -0.471]],
  "atomic_forces_ev_per_a": [[0.859, -0.910, -1.220], [-0.413, 0.089, 1.038], [-0.086, -0.441, 0.525], [-0.249, -0.053, -0.274], [0.899, 1.022, -1.092], [-0.312, -0.008, 0.447], [0.170, 0.484, 0.269], [-0.389, 0.341, 0.061], [0.309, 0.088, -0.159], [0.251, 0.089, 0.184], [-0.164, 0.240, -0.338], [0.160, 0.058, -0.345], [-0.390, 0.151, -0.052], [0.174, -0.296, 0.402], [-0.295, -0.516, 0.080], [-0.525, -0.339, 0.474]],
  "e_homo_ev": -14.9,
  "e_lumo_ev": -3.12,
  "smiles": "CNCC[NH3+]",
  "largest_force_ev_per_a": 1.75,
  "total_charge": 1,
  "de_lowest_kj_mol": 74.4,
  "e_tot_ev": -6262.81038,
  "orbital_gap_ev": 11.827
}

***

Record 5
{
  "formula": "C3H11N2",
  "method": "ωB97M-V/def2-TZVPD",
  "elements": ["C", "C", "N", "H", "H", "H", "H", "H", "H", "H", "C", "N", "H", "H", "H", "H"],
  "coordinates": [[0.235, 2.530, 1.222], [-0.212, 1.075, 0.989], [0.088, 0.654, -0.413], [-0.262, 3.220, 0.528], [-0.021, 2.846, 2.251], [1.348, 2.632, 1.088], [0.338, 0.370, 1.644], [-1.277, 0.952, 1.173], [1.066, 0.861, -0.613], [-0.448, 1.240, -1.042], [0.169, -2.703, -1.353], [-0.332, -1.868, -0.512], [0.662, -2.311, -2.271], [0.146, -3.806, -1.194], [-0.817, -2.266, 0.306], [-0.180, -0.652, -0.539]],
  "atomic_forces_ev_per_a": [[0.531, -0.202, 0.384], [0.840, 0.296, 0.175], [-0.120, 0.077, 0.225], [0.073, -0.199, 0.128], [0.198, -0.150, -0.532], [-1.041, -0.093, 0.157], [-0.327, 0.468, -0.209], [-0.030, -0.032, -0.089], [-0.066, -0.080, 0.019], [-0.120, 0.029, -0.228], [-0.112, 0.354, 0.314], [0.089, -1.639, -0.363], [-0.330, -0.291, 0.811], [-0.153, 0.959, -0.143], [0.386, 0.044, -0.468], [0.181, 0.459, -0.181]],
  "e_homo_ev": -15.2,
  "e_lumo_ev": -4.14,
  "largest_force_ev_per_a": 1.68,
  "total_charge": 1,
  "de_lowest_kj_mol": 84.1,
  "e_tot_ev": -6262.70983,
  "orbital_gap_ev": 11.020
}

***

Record 6
{
  "formula": "C3H11N2",
  "method": "ωB97M-V/def2-TZVPD",
  "elements": ["N", "C", "C", "C", "N", "H", "H", "H", "H", "H", "H", "H", "H", "H", "H", "H"],
  "coordinates": [[-1.962, -1.226, 0.547], [-0.642, -0.649, 0.742], [-0.469, 0.549, -0.184], [0.922, 1.150, -0.157], [1.872, 0.284, -0.940], [-2.673, -0.771, 1.109], [-1.977, -2.227, 0.691], [0.081, -1.431, 0.474], [-0.473, -0.404, 1.798], [-0.782, 0.256, -1.185], [-1.172, 1.331, 0.106], [1.298, 1.199, 0.860], [0.940, 2.137, -0.604], [2.857, 0.525, -0.788], [1.732, -0.707, -0.726], [1.727, 0.372, -1.952]],
  "atomic_forces_ev_per_a": [[0.003, 0.066, -0.270], [-0.294, -0.591, 0.023], [-0.217, 0.199, 0.331], [-0.434, -0.042, 0.041], [0.430, -0.094, -0.552], [0.106, -0.228, -0.053], [-0.125, 0.181, 0.160], [0.023, 0.043, 0.118], [0.308, 0.269, -0.148], [0.109, -0.026, -0.200], [0.037, 0.048, 0.056], [0.154, 0.056, 0.055], [0.162, 0.106, -0.056], [-0.154, -0.100, 0.180], [0.092, 0.041, 0.171], [-0.201, 0.071, 0.145]],
  "e_homo_ev": -12.9,
  "e_lumo_ev": -3.79,
  "smiles": "NCCC[NH3+]",
  "largest_force_ev_per_a": 0.71,
  "total_charge": 1,
  "de_lowest_kj_mol": 61.0,
  "e_tot_ev": -6262.94941,
  "orbital_gap_ev": 9.093
}

***

Record 7
{
  "formula": "C3H11N2",
  "method": "ωB97M-V/def2-TZVPD",
  "elements": ["C", "C", "H", "H", "H", "H", "H", "H", "N", "C", "N", "H", "H", "H", "H", "H"],
  "coordinates": [[-0.013, -0.268, -1.513], [-1.054, 0.725, -1.505], [0.747, -0.001, -2.257], [-0.424, -1.272, -1.971], [0.559, -0.603, -0.640], [-0.944, 1.112, -2.463], [-2.096, 0.191, -1.621], [-1.132, 1.410, -0.759], [1.405, 0.579, 1.325], [0.628, -0.297, 1.982], [-0.558, -0.667, 1.498], [1.854, 0.239, 0.440], [2.101, 1.066, 1.898], [0.978, -0.885, 2.809], [-1.175, -1.126, 2.115], [-0.876, -0.204, 0.661]],
  "atomic_forces_ev_per_a": [[2.262, -4.645, -1.630], [-4.175, -2.651, -1.434], [0.180, -0.006, 0.339], [0.810, 1.746, 0.972], [-0.483, 0.220, -0.119], [-0.295, 1.817, -1.346], [1.657, 1.081, 0.674], [0.109, 2.287, 2.010], [1.373, -0.097, -0.380], [-1.866, -1.114, -1.712], [3.022, 1.661, 0.678], [-1.077, 0.780, 0.676], [-0.123, -0.606, -0.096], [-0.078, 0.547, 1.152], [-0.823, -1.040, 0.377], [-0.493, 0.021, -0.160]],
  "e_homo_ev": -14.9,
  "e_lumo_ev": -5.17,
  "largest_force_ev_per_a": 5.42,
  "total_charge": 1,
  "de_lowest_kj_mol": 202.7,
  "e_tot_ev": -6261.48069,
  "orbital_gap_ev": 9.681
}

***

Record 8
{
  "formula": "C3H11N2",
  "method": "ωB97M-V/def2-TZVPD",
  "elements": ["C", "N", "H", "H", "H", "H", "C", "C", "N", "H", "H", "H", "H", "H", "H", "H"],
  "coordinates": [[2.277, -0.787, 1.793], [1.525, 0.044, 1.217], [2.211, -1.851, 1.583], [3.017, -0.501, 2.514], [1.708, 1.004, 1.494], [-0.617, 1.040, 0.483], [-1.458, -1.024, -1.051], [-1.604, 0.473, -1.265], [-0.472, 1.178, -0.515], [-1.385, -1.246, 0.014], [-2.388, -1.474, -1.388], [-0.606, -1.416, -1.559], [-1.638, 0.860, -2.276], [-2.500, 0.813, -0.754], [0.424, 0.729, -0.730], [-0.373, 2.172, -0.724]],
  "atomic_forces_ev_per_a": [[0.038, -0.154, 0.033], [-0.547, 0.042, -0.648], [-0.203, 0.021, -0.151], [0.453, 0.185, 0.419], [0.354, 0.002, 0.388], [0.236, 0.022, 0.111], [-0.778, 0.720, 0.168], [-0.045, 0.361, 1.090], [-0.085, -0.227, -0.707], [0.104, 0.035, 0.020], [0.154, -0.278, -0.241], [0.490, -0.464, -0.439], [0.248, -0.290, -0.221], [-0.178, 0.117, -0.122], [0.033, -0.098, 0.283], [-0.273, 0.007, 0.018]],
  "e_homo_ev": -14.4,
  "e_lumo_ev": -3.31,
  "largest_force_ev_per_a": 1.15,
  "total_charge": 1,
  "de_lowest_kj_mol": 100.9,
  "e_tot_ev": -6262.53580,
  "orbital_gap_ev": 11.078
}